Record 1
{
  "formula": "CHCrLiO2",
  "method": "ωB97M-V with the def2-TZVPD basis set",
  "elements": ["O", "C", "H", "O", "Li", "Cr"],
  "positions_angstrom": [[2.2898, 0.7945, 0.9023], [1.5422, -0.0057, 0.5863], [-0.4142, -0.8375, 0.4304], [-0.8367, -0.3318, -0.3649], [-0.3104, 1.4489, -0.3585], [-2.2707, -1.0685, -1.1957]],
  "homo_lumo_gap_ev": [8.68, 10.14],
  "total_charge": 2,
  "spin_multiplicity": 5,
  "de_lowest_ev": 0.000,
  "e_lumo_ev": [-12.250, -11.161],
  "molar_mass_g_mol": 103.954,
  "energy_ev": -33754.9546
}

***

Record 2
{
  "formula": "CHF2IS",
  "method": "ωB97M-V with the def2-TZVPD basis set",
  "elements": ["C", "F", "F", "S", "I", "H"],
  "positions_angstrom": [[-1.0611, 0.9840, 0.2010], [-0.2361, 1.0538, 1.2191], [-1.4387, 2.1785, -0.0294], [-1.1886, -0.2511, -0.8769], [1.9090, -1.3793, 0.0817], [2.0155, -2.5859, -0.5955]],
  "homo_lumo_gap_ev": 8.84,
  "smiles": "FC(F)=S.I",
  "de_lowest_ev": 1.260,
  "e_lumo_ev": -0.357,
  "molar_mass_g_mol": 209.986,
  "energy_ev": -25422.1905
}

***

Record 3
{
  "formula": "CHF2IS",
  "method": "ωB97M-V with the def2-TZVPD basis set",
  "elements": ["C", "F", "F", "S", "I", "H"],
  "positions_angstrom": [[0.6107, -1.2035, 0.2387], [0.6411, -1.8873, -0.9173], [1.0484, -1.9491, 1.2328], [-1.7119, 1.5942, -0.0889], [1.3593, 0.7558, 0.2481], [-1.9476, 2.6899, -0.7135]],
  "homo_lumo_gap_ev": [8.96, 7.19],
  "spin_multiplicity": 3,
  "de_lowest_ev": 0.848,
  "e_lumo_ev": [0.097, -2.269],
  "molar_mass_g_mol": 209.986,
  "energy_ev": -25420.3281
}

***

Record 4
{
  "formula": "CHF2P",
  "method": "ωB97M-V with the def2-TZVPD basis set",
  "elements": ["C", "F", "F", "P", "H"],
  "positions_angstrom": [[2.0644, 0.1305, 0.2107], [3.2701, 0.6932, 0.0020], [2.0515, -1.1672, -0.1647], [0.3230, 1.1939, -0.0327], [-0.0325, -0.1428, 0.0759]],
  "homo_lumo_gap_ev": [8.30, 7.46],
  "smiles": "FC(F)=P",
  "de_lowest_ev": 1.590,
  "e_lumo_ev": [-0.694, -1.334],
  "molar_mass_g_mol": 81.989,
  "energy_ev": -15773.5713
}

***

Record 5
{
  "formula": "CHF3InO3S",
  "method": "ωB97M-V with the def2-TZVPD basis set",
  "elements": ["S", "O", "O", "C", "F", "F", "In", "O", "H", "F"],
  "positions_angstrom": [[0.7249, -0.5824, -0.8270], [-0.4964, -1.2204, -0.1958], [0.8924, 0.9528, -0.9980], [1.9977, -0.7276, 0.5846], [2.3023, -2.0349, 0.9719], [3.1884, -0.4903, -0.1363], [-0.2877, 2.3607, -1.4967], [1.6942, 0.2257, 1.5564], [1.4376, -0.3139, 2.6628], [1.1877, -1.2413, 3.2127]],
  "homo_lumo_gap_ev": 6.83,
  "total_charge": -1,
  "de_lowest_ev": 0.462,
  "e_lumo_ev": 2.197,
  "molar_mass_g_mol": 264.895,
  "energy_ev": -31357.5920
}

***

Record 6
{
  "formula": "CHF3N3",
  "method": "ωB97M-V with the def2-TZVPD basis set",
  "elements": ["C", "N", "N", "N", "F", "F", "F", "H"],
  "positions_angstrom": [[0.9405, 0.3574, -0.0497], [1.9336, 0.0759, 0.7714], [-0.1443, -0.3534, 0.0372], [-1.2881, -0.2867, -0.2565], [0.9049, 1.4054, -0.8169], [-1.9046, 0.7457, -1.0687], [1.7245, -1.0606, 1.3900], [-2.1665, -0.8836, -0.0067]],
  "homo_lumo_gap_ev": [8.78, 8.78],
  "smiles": "F/N=C(F)\\N=[NH+]/F",
  "total_charge": 1,
  "de_lowest_ev": 1.199,
  "e_lumo_ev": [-8.597, -8.597],
  "molar_mass_g_mol": 112.034,
  "energy_ev": -13660.2944
}